[1]
ORCA calculation (ωB97M-V with the def2-TZVPD basis set) on C22H46Cl2NbO11S2 as an isolated structure at a distorted geometry.

Values from the calculation:
Relative energy (zero: lowest compared OMol25 entry of this formula, charge and spin) ... 15.6 kcal per mole
Net charge ... -1
HOMO energy ... -4.930 eV
Gap between HOMO and LUMO ... 6.2 eV
E_tot ... -3466.9904 a.u.

Atoms and positions in Å:
H: -1.397 0.301 0.584
C: 7.100 -3.262 -2.022
C: -1.157 -3.726 -0.379
H: 1.543 -3.801 -2.495
H: 7.115 -4.014 -1.231
H: -2.852 3.808 1.136
H: -2.904 -1.938 1.060
O: 3.958 5.061 5.085
H: 6.076 -3.030 -2.287
H: -1.734 2.456 -0.482
C: -4.806 1.417 -2.843
H: -0.469 3.192 0.465
C: -1.285 2.464 0.515
H: -2.739 -2.631 -1.353
H: -1.698 3.405 2.378
H: 1.053 2.501 1.835
Cl: -5.597 4.268 0.002
O: 4.191 -2.426 -1.135
H: 3.395 -1.462 -3.389
H: -5.908 -2.765 2.200
H: 0.181 0.953 0.133
C: -4.816 2.843 -0.771
H: 7.773 -1.753 -0.606
C: -5.497 2.545 -2.089
O: 2.648 6.375 3.451
H: 4.216 2.789 1.640
O: -0.267 0.915 2.149
H: -0.759 -3.549 -2.462
C: -3.366 -2.851 0.678
H: -3.750 1.368 -2.575
H: -5.269 0.465 -2.592
C: 4.085 3.851 1.828
Nb: -4.853 1.091 0.762
H: -0.329 -2.111 -1.559
H: -4.883 1.573 -3.918
C: 7.903 -2.037 -1.646
H: -4.236 -0.902 2.601
H: 1.663 1.156 2.830
C: -2.638 -3.371 -0.554
C: -0.302 -3.205 -1.530
H: 0.468 2.259 3.501
O: 3.256 4.022 2.984
O: 7.799 -3.781 -3.173
H: -0.762 -3.376 0.578
C: -2.289 2.974 1.559
C: 5.377 4.552 2.200
C: 3.025 -2.234 -1.463
O: 4.941 5.715 2.915
H: -6.532 2.278 -1.890
H: 3.599 4.323 0.972
H: 2.665 -0.309 -2.252
S: 9.363 -3.518 -3.029
H: -3.826 2.442 2.925
C: -5.702 -2.015 1.421
O: 1.998 -2.746 -0.749
H: -6.143 1.929 1.777
H: -5.914 -0.446 2.826
H: -3.798 3.161 -1.018
H: 1.664 -1.577 -2.999
C: 0.781 1.756 2.584
C: -3.264 1.939 2.129
H: -2.743 1.105 2.606
H: 7.676 -1.189 -2.294
O: 9.270 -2.432 -1.860
C: 1.140 -3.666 -1.490
H: -3.752 0.084 -0.345
H: -6.345 0.514 -0.170
H: 1.225 -4.614 -0.958
Cl: -5.563 4.002 -3.192
H: 5.955 4.864 1.335
O: 9.824 -2.901 -4.222
H: 5.994 3.939 2.861
H: -3.304 -3.623 1.455
C: -5.180 -0.730 2.069
C: -4.841 -2.632 0.344
H: -5.254 -3.618 0.100
H: -3.176 -4.260 -0.893
H: -6.665 -1.775 0.965
C: 2.649 -1.338 -2.607
H: -1.040 -4.814 -0.382
O: 10.008 -4.671 -2.511
S: 3.612 5.381 3.747
H: -4.896 -2.031 -0.569
C: -0.683 1.094 0.802

***

[2]
ORCA calculation (ωB97M-V with the def2-TZVPD basis set) on a 3-piece molecular cluster, C4H17N2O2 overall at a distorted geometry.

Values from the calculation:
Relative energy (zero: lowest compared OMol25 entry of this formula, charge and spin) ... 27.5 kcal per mole
Net charge ... +1
HOMO energy ... -12.639 eV
Gap between HOMO and LUMO ... 9.9 eV
E_tot ... -422.3488 a.u.

Atoms and positions in Å:
H: 0.521 1.456 0.406
H: -0.426 0.764 1.463
H: 1.342 -1.271 -1.690
H: -0.377 -1.315 -1.904
H: 0.028 -2.808 0.193
H: 2.545 2.796 1.184
H: -1.272 -1.668 0.993
H: 1.567 0.903 -2.230
H: 1.249 -2.494 2.219
C: 0.500 0.601 -2.276
C: 0.398 -0.756 -1.412
H: -3.335 1.458 -0.896
H: 2.108 2.416 -0.313
H: -0.240 -2.030 2.916
O: 1.843 2.472 0.611
N: -0.159 0.669 0.487
O: -2.918 0.720 -0.424
H: -0.210 1.308 -1.832
H: -3.468 0.031 -0.828
H: 1.424 -0.723 0.571
C: 0.428 -0.664 0.091
C: -0.217 -1.871 0.813
H: 0.164 0.382 -3.298
H: -1.061 0.798 -0.016
N: 0.383 -2.004 2.135